A 2-piece molecular cluster, C6H8N2O overall at a distorted geometry. Source: OMol25; level of theory: ωB97M-V with the def2-TZVPD basis set.

Relative energy (zero: lowest compared OMol25 entry of this formula, charge and spin) = 810.46 kJ/mol
HOMO level = -8.495 eV
DFT total energy = -11370.9470 eV
Strongest force on any atom = 0.1494 hartree/bohr
LUMO level = 0.064 eV
HOMO-LUMO gap = 8.559 eV
Charge = 0

CARTESIAN COORDINATES (ANGSTROEM)
C (-0.272, -0.333, 0.447)
N (0.365, -0.394, -0.756)
N (-1.774, -1.388, -2.047)
C (-0.922, -1.337, 0.985)
H (1.195, 1.347, -1.855)
H (1.528, 2.669, 0.310)
H (-1.607, -2.153, 0.428)
H (0.674, -1.391, -2.588)
H (1.484, -0.064, 2.245)
C (1.066, 1.683, 0.113)
O (0.895, 0.865, 2.362)
H (-1.431, -1.296, 1.929)
C (0.228, 0.997, 1.255)
H (-0.523, 1.945, 1.506)
C (0.961, 0.887, -0.950)
C (-0.362, -1.044, -1.829)
H (-2.819, -0.619, -1.377)

---

C14H24B2Br3Cl4K2Li2MgN4NaO7PS as an isolated structure at a distorted geometry. Source: OMol25; level of theory: ωB97M-V with the def2-TZVPD basis set.

HOMO level = -6.605 eV
DFT total energy = -359802.2285 eV
Strongest force on any atom = 0.1845 hartree/bohr
LUMO level = -5.361 eV
HOMO-LUMO gap = 1.244 eV
Charge = +1

CARTESIAN COORDINATES (ANGSTROEM)
C (-1.033, -4.911, -0.391)
H (-3.913, -5.228, -2.043)
Li (0.463, 10.319, 2.570)
C (0.305, -5.676, 4.842)
Br (-0.530, -6.752, -0.986)
O (-1.847, -4.138, 2.748)
P (0.702, 7.591, 0.836)
H (2.560, 2.350, -1.159)
H (1.520, 1.379, 0.473)
H (-1.226, -1.304, 1.522)
H (1.567, 3.785, 0.208)
C (-0.453, -0.674, 0.959)
O (-0.500, 7.109, 1.662)
O (1.194, -2.606, 1.769)
Cl (2.524, -6.252, 0.102)
H (1.058, -4.354, -0.412)
H (0.036, 2.447, -3.177)
H (0.676, 6.491, -7.156)
H (-3.259, -6.606, -0.957)
S (4.229, -3.091, -0.638)
Cl (-1.259, 7.625, -6.359)
Cl (0.100, 5.299, -5.212)
C (-0.265, 6.169, -6.711)
O (1.877, 6.626, 1.050)
O (0.122, -2.591, -0.410)
C (0.779, 1.696, 1.270)
C (3.066, -2.103, 0.096)
H (-0.852, -0.335, -0.053)
O (1.105, 9.006, 1.279)
Cl (-1.099, 5.103, -7.881)
C (0.139, -3.928, 0.130)
H (-1.048, 2.379, 0.103)
H (0.705, -5.682, 5.908)
H (0.993, -6.278, 4.176)
H (1.221, -3.602, 4.416)
C (0.743, 3.161, -1.506)
K (-2.060, 2.484, -3.690)
Na (-1.587, 3.178, -9.660)
C (-2.383, -4.549, -0.487)
H (1.370, 2.206, 2.104)
B (0.787, -1.730, 0.633)
H (0.473, 0.122, 2.886)
H (-0.729, -6.155, 4.895)
Li (2.286, -5.142, -2.272)
H (2.109, 2.194, -2.716)
C (0.217, -4.144, 4.388)
Br (-2.981, -2.713, 0.018)
H (-0.645, 3.453, 1.558)
N (2.112, 2.865, -1.936)
C (-3.546, -5.507, -1.001)
N (2.156, -1.120, 0.231)
C (-0.206, 2.845, 0.698)
Br (-1.302, 1.845, 3.778)
Mg (-1.984, 8.535, -4.398)
H (-4.396, -5.385, -0.244)
H (1.327, -4.853, 1.697)
O (0.322, 7.599, -0.647)
B (-0.421, -4.084, 2.876)
C (-0.038, 0.510, 1.943)
N (-0.294, 2.869, -2.283)
H (-0.498, -3.610, 5.102)
N (0.612, 3.752, -0.191)
K (1.524, -1.356, -1.845)
H (-2.179, -3.588, 3.492)
C (0.645, -3.951, 1.661)
H (-1.088, 1.006, 2.343)

---

One molecule with the formula C13H16F2 at a distorted geometry. Source: OMol25; level of theory: ωB97M-V with the def2-TZVPD basis set.

Relative energy (zero: lowest compared OMol25 entry of this formula, charge and spin) = 99.40 kJ/mol
Structure (SMILES) = C#C/C=C(F)/C=C\C=C(\F)[C@H](C)CCC
HOMO level = -8.337 eV
DFT total energy = -19169.5906 eV
Strongest force on any atom = 0.1182 hartree/bohr
LUMO level = -0.110 eV
HOMO-LUMO gap = 8.227 eV
Charge = 0

CARTESIAN COORDINATES (ANGSTROEM)
H (0.356, -0.464, -0.738)
H (2.315, 1.044, 1.806)
C (-2.703, -1.023, 2.805)
H (2.699, -0.670, 0.934)
C (1.935, -1.142, 0.294)
H (1.176, -1.687, 0.875)
C (-1.845, -0.993, -0.735)
H (1.642, 0.559, -1.110)
H (-2.731, -1.221, 3.793)
H (-2.299, 0.792, 0.307)
C (-2.497, -0.858, 1.620)
C (1.481, 1.743, 1.519)
H (-1.937, -1.151, -2.859)
C (-2.264, -0.318, 0.355)
C (2.484, -2.082, -0.748)
F (-0.590, 3.087, 0.537)
C (0.482, 0.937, 0.753)
H (-1.471, 1.228, -3.201)
C (-1.776, -0.402, -2.081)
C (-0.429, 1.783, -0.052)
H (0.979, 2.078, 2.587)
H (3.214, -1.649, -1.599)
H (1.867, 2.601, 0.998)
H (1.673, -2.512, -1.104)
F (-1.679, -2.356, -0.729)
C (1.147, -0.034, -0.302)
C (-1.058, 1.848, -1.277)
C (-1.322, 0.825, -2.247)
H (-1.749, 2.710, -1.544)
H (-0.154, 0.213, 1.300)
H (3.053, -2.886, -0.160)

---

C4H7FeO4 as an isolated structure at a distorted geometry. Source: OMol25; level of theory: ωB97M-V with the def2-TZVPD basis set.

Relative energy (zero: lowest compared OMol25 entry of this formula, charge and spin) = 0.00 kJ/mol
HOMO level (alpha / beta) = -6.611 / -9.807 eV
DFT total energy = -46836.6206 eV
Strongest force on any atom = 0.0240 hartree/bohr
Spin multiplicity = 6
LUMO level (alpha / beta) = 0.549 / -0.032 eV
HOMO-LUMO gap (alpha / beta) = 7.160 / 9.775 eV
Charge = 0

CARTESIAN COORDINATES (ANGSTROEM)
H (-1.443, -1.714, 1.857)
O (0.816, 1.381, 0.152)
C (-1.577, -1.285, -0.264)
O (-2.267, -0.042, -0.157)
H (-0.917, -1.252, -1.146)
H (-0.054, -2.292, 0.892)
Fe (-1.240, 1.477, 0.880)
C (-0.781, -1.478, 1.014)
H (-3.992, -0.595, -1.161)
C (1.038, 0.190, 0.464)
H (-2.298, -2.105, -0.394)
H (-3.659, 1.163, -1.033)
O (1.897, -0.609, 0.185)
C (-3.210, 0.177, -1.196)
O (-0.131, -0.256, 1.331)
H (-2.711, 0.155, -2.176)

---

Among the records above, which one has the highest DFT total energy?
C6H8N2O

---

Please write out number 2 again, unchanged.
C14H24B2Br3Cl4K2Li2MgN4NaO7PS as an isolated structure at a distorted geometry. Source: OMol25; level of theory: ωB97M-V with the def2-TZVPD basis set.

HOMO level = -6.605 eV
DFT total energy = -359802.2285 eV
Strongest force on any atom = 0.1845 hartree/bohr
LUMO level = -5.361 eV
HOMO-LUMO gap = 1.244 eV
Charge = +1

CARTESIAN COORDINATES (ANGSTROEM)
C (-1.033, -4.911, -0.391)
H (-3.913, -5.228, -2.043)
Li (0.463, 10.319, 2.570)
C (0.305, -5.676, 4.842)
Br (-0.530, -6.752, -0.986)
O (-1.847, -4.138, 2.748)
P (0.702, 7.591, 0.836)
H (2.560, 2.350, -1.159)
H (1.520, 1.379, 0.473)
H (-1.226, -1.304, 1.522)
H (1.567, 3.785, 0.208)
C (-0.453, -0.674, 0.959)
O (-0.500, 7.109, 1.662)
O (1.194, -2.606, 1.769)
Cl (2.524, -6.252, 0.102)
H (1.058, -4.354, -0.412)
H (0.036, 2.447, -3.177)
H (0.676, 6.491, -7.156)
H (-3.259, -6.606, -0.957)
S (4.229, -3.091, -0.638)
Cl (-1.259, 7.625, -6.359)
Cl (0.100, 5.299, -5.212)
C (-0.265, 6.169, -6.711)
O (1.877, 6.626, 1.050)
O (0.122, -2.591, -0.410)
C (0.779, 1.696, 1.270)
C (3.066, -2.103, 0.096)
H (-0.852, -0.335, -0.053)
O (1.105, 9.006, 1.279)
Cl (-1.099, 5.103, -7.881)
C (0.139, -3.928, 0.130)
H (-1.048, 2.379, 0.103)
H (0.705, -5.682, 5.908)
H (0.993, -6.278, 4.176)
H (1.221, -3.602, 4.416)
C (0.743, 3.161, -1.506)
K (-2.060, 2.484, -3.690)
Na (-1.587, 3.178, -9.660)
C (-2.383, -4.549, -0.487)
H (1.370, 2.206, 2.104)
B (0.787, -1.730, 0.633)
H (0.473, 0.122, 2.886)
H (-0.729, -6.155, 4.895)
Li (2.286, -5.142, -2.272)
H (2.109, 2.194, -2.716)
C (0.217, -4.144, 4.388)
Br (-2.981, -2.713, 0.018)
H (-0.645, 3.453, 1.558)
N (2.112, 2.865, -1.936)
C (-3.546, -5.507, -1.001)
N (2.156, -1.120, 0.231)
C (-0.206, 2.845, 0.698)
Br (-1.302, 1.845, 3.778)
Mg (-1.984, 8.535, -4.398)
H (-4.396, -5.385, -0.244)
H (1.327, -4.853, 1.697)
O (0.322, 7.599, -0.647)
B (-0.421, -4.084, 2.876)
C (-0.038, 0.510, 1.943)
N (-0.294, 2.869, -2.283)
H (-0.498, -3.610, 5.102)
N (0.612, 3.752, -0.191)
K (1.524, -1.356, -1.845)
H (-2.179, -3.588, 3.492)
C (0.645, -3.951, 1.661)
H (-1.088, 1.006, 2.343)